1.
Computed, not measured: a structure of composition C38H30ClIN9NiO4S4, with ωB97M-V with the def2-TZVPD basis set.

XYZ file:
```
88
Properties=species:S:1:pos:R:3:mulliken_spin:R:1
Ni 0.166 -0.636 0.620 1.8071
Cl 1.377 4.739 4.636 0.0003
C 0.980 3.158 4.013 0.0000
C 0.728 2.138 4.882 0.0011
C 0.411 0.852 4.412 0.0086
I 0.053 -0.689 5.767 0.0007
C 0.320 0.558 3.058 -0.0058
O 0.006 -0.594 2.570 0.0689
C 0.626 1.653 2.160 -0.0160
N 0.591 1.341 0.839 0.0229
C 0.815 2.269 -0.062 0.0068
C 1.116 3.593 0.302 0.0056
C 1.189 3.927 1.625 -0.0025
C 0.940 2.946 2.610 -0.0018
H 0.775 2.321 5.947 0.0001
H 0.756 1.966 -1.100 -0.0010
H 1.272 4.332 -0.475 -0.0004
H 1.424 4.938 1.928 -0.0004
N -5.793 -0.458 -4.904 0.0002
C -4.479 -0.526 -4.439 0.0005
C -3.483 -1.116 -5.217 -0.0002
C -2.172 -1.147 -4.772 0.0002
C -1.852 -0.580 -3.551 0.0022
C -2.833 0.008 -2.761 0.0034
C -4.139 0.035 -3.205 -0.0008
S -0.190 -0.566 -2.973 0.0052
O 0.263 0.799 -2.880 -0.0001
O 0.588 -1.449 -3.813 0.0025
N -0.289 -1.088 -1.442 0.0144
C -0.592 -2.371 -1.150 -0.0028
N -0.944 -3.329 -2.018 0.0022
C -1.130 -4.537 -1.500 -0.0011
C -0.977 -4.844 -0.155 0.0010
C -0.656 -3.785 0.681 0.0105
N -0.495 -2.569 0.197 0.0232
H -6.050 -1.177 -5.560 0.0000
H -6.487 -0.330 -4.186 0.0000
H -3.740 -1.552 -6.176 0.0000
H -1.394 -1.617 -5.359 0.0000
H -2.593 0.427 -1.787 -0.0045
H -4.900 0.495 -2.585 0.0001
H -1.422 -5.310 -2.206 -0.0006
H -1.119 -5.846 0.223 0.0001
H -0.540 -3.898 1.754 0.0004
S -0.920 6.090 -1.990 -0.0001
C -1.583 4.979 -0.929 -0.0003
S -1.906 3.338 -1.391 0.0016
C -2.371 2.916 0.256 0.0020
N -2.325 3.948 1.047 0.0044
N -1.905 5.094 0.377 0.0003
C -1.779 6.251 1.201 0.0000
C -1.540 6.068 2.562 0.0002
C -1.419 7.169 3.394 0.0000
C -1.543 8.455 2.886 0.0001
C -1.804 8.628 1.536 0.0000
C -1.927 7.536 0.689 0.0001
S -2.792 1.332 0.706 0.0063
H -1.469 5.064 2.952 0.0000
H -1.225 7.012 4.447 0.0000
H -1.444 9.313 3.540 0.0000
H -1.920 9.625 1.127 0.0000
H -2.131 7.676 -0.360 0.0000
C 4.634 -4.771 -0.901 0.0007
N 3.399 -3.998 -0.984 0.0033
N 3.095 -3.279 0.176 0.0024
C 2.630 -2.018 -0.184 0.0078
O 2.146 -1.237 0.645 0.0212
C 2.788 -1.921 -1.602 -0.0004
C 3.249 -3.111 -2.037 0.0027
C 3.581 -3.517 -3.428 -0.0001
C 2.614 -3.986 1.314 -0.0023
C 2.508 -3.322 2.533 -0.0013
C 1.972 -3.986 3.625 0.0004
C 1.577 -5.312 3.523 0.0003
C 1.709 -5.974 2.311 -0.0002
C 2.213 -5.314 1.200 0.0002
H 4.592 -5.415 -0.026 -0.0002
H 5.510 -4.119 -0.827 -0.0001
H 4.713 -5.395 -1.788 0.0002
H 2.502 -1.079 -2.205 0.0008
H 3.125 -2.806 -4.113 0.0000
H 3.191 -4.512 -3.645 -0.0001
H 4.661 -3.526 -3.591 0.0001
H 2.801 -2.286 2.612 0.0001
H 1.852 -3.447 4.557 0.0000
H 1.161 -5.825 4.381 0.0000
H 1.396 -7.007 2.217 0.0000
H 2.260 -5.809 0.240 0.0000
```

## Properties
**Charge**: -1
**E**: -6118.98284 hartree
**Lowest unoccupied orbital energy (alpha / beta)**: 1.9204 / 1.9137 eV
**Molar mass**: 1026.03 g mol⁻¹
**⟨S²⟩**: 2.004
**Spin multiplicity**: 3
**HOMO energy (alpha / beta)**: -4.327 / -4.324 eV
**Relative energy (zero: lowest compared OMol25 entry of this formula, charge and spin)**: 57.9 kJ/mol



2.
Computed, not measured: a cluster of 3 separate species, C38H30F4N3O4Si in total at a distorted geometry, with ωB97M-V with the def2-TZVPD basis set.

XYZ file:
```
80
Properties=species:S:1:pos:R:3:mulliken_charge:R:1
C -0.567 7.977 -8.793 -0.0392
C -1.368 7.046 -8.766 -0.3791
C -2.111 5.666 -8.636 -0.6141
C -1.700 4.856 -7.357 0.4834
N -0.862 3.724 -7.303 -0.0168
C -0.860 3.362 -5.912 0.0414
Si -0.033 1.923 -4.936 0.0816
C 0.000 0.410 -6.112 -0.9105
C 1.658 2.351 -4.167 -0.6455
C -1.227 1.542 -3.466 -0.8326
N -1.637 4.208 -5.146 -0.7099
N -2.129 5.089 -6.060 0.6564
C -3.045 6.097 -5.481 0.6552
F -3.480 7.060 -6.381 -0.2534
F -2.324 6.716 -4.444 -0.2755
C -4.334 5.303 -4.924 0.1374
F -4.546 4.197 -5.779 -0.2489
F -4.157 4.886 -3.610 -0.2051
H 0.285 8.697 -8.620 0.3576
H -3.224 5.898 -8.587 0.2767
H -1.931 5.100 -9.603 0.3786
H -0.364 3.215 -8.037 0.2774
H 0.271 -0.545 -5.558 0.2980
H 0.726 0.659 -6.951 0.3086
H -1.031 0.325 -6.602 0.2914
H 2.512 2.423 -4.915 0.3345
H 1.620 3.260 -3.484 0.3143
H 1.931 1.474 -3.482 0.0779
H -0.912 0.636 -2.872 0.3274
H -1.305 2.478 -2.815 0.2763
H -2.256 1.417 -3.956 0.2585
H -5.252 5.976 -5.008 0.3045
C 1.458 2.379 2.551 -0.5429
C 1.719 1.795 3.788 -0.5800
C 2.334 0.552 3.854 -0.6120
C 2.681 -0.118 2.683 0.3330
C 2.398 0.457 1.443 0.1848
C 1.795 1.712 1.380 -0.5691
C 2.716 -0.266 0.189 0.5072
O 2.472 0.237 -0.895 -0.7251
C 3.328 -1.613 0.273 0.3458
C 3.580 -2.330 -0.895 -0.5688
C 4.166 -3.588 -0.827 -0.5824
C 4.510 -4.131 0.408 -0.6937
C 4.255 -3.423 1.575 -0.6182
C 3.654 -2.167 1.512 0.5363
C 3.354 -1.435 2.765 0.5628
O 3.648 -1.910 3.846 -0.6430
H 0.985 3.354 2.500 0.3967
H 1.443 2.311 4.701 0.4077
H 2.540 0.103 4.820 0.4932
H 1.585 2.169 0.420 0.5203
H 3.318 -1.911 -1.861 0.4846
H 4.357 -4.145 -1.737 0.3990
H 4.973 -5.110 0.460 0.4046
H 4.521 -3.854 2.534 0.5781
C 1.895 -4.289 4.309 -0.1170
C 2.380 -3.830 5.532 -0.3641
C 1.521 -3.700 6.615 -0.7387
C 0.170 -4.016 6.476 0.2790
C -0.319 -4.452 5.245 0.2321
C 0.549 -4.599 4.165 -0.8273
C -1.762 -4.745 5.069 0.5347
O -2.189 -5.130 3.996 -0.6742
C -2.677 -4.554 6.220 0.1917
C -4.044 -4.770 6.056 -0.5600
C -4.908 -4.606 7.131 -0.4732
C -4.409 -4.235 8.377 -0.4619
C -3.048 -4.013 8.544 -0.5586
C -2.180 -4.163 7.464 0.1842
C -0.735 -3.889 7.644 0.5309
O -0.298 -3.561 8.731 -0.6645
H 2.567 -4.400 3.467 0.3767
H 3.428 -3.577 5.640 0.4142
H 1.904 -3.347 7.566 0.4719
H 0.177 -4.951 3.209 0.4799
H -4.439 -5.062 5.089 0.4565
H -5.972 -4.769 7.000 0.3942
H -5.083 -4.114 9.218 0.4032
H -2.665 -3.720 9.515 0.4649
```

## Properties
**Charge**: +1
**E**: -2619.94624 hartree
**Lowest unoccupied orbital energy**: -3.9064 eV
**Molar mass**: 696.75 g mol⁻¹
**HOMO energy**: -10.612 eV



3.
Computed, not measured: a structure of composition C38H30IrN10O4S4Se at a distorted geometry, with ωB97M-V with the def2-TZVPD basis set.

XYZ file:
```
88
Properties=species:S:1:pos:R:3:mulliken_spin:R:1
Ir -2.050 1.330 -1.170 0.1155
C -4.570 5.156 0.870 -0.0009
N -4.390 4.868 -0.548 -0.0022
C -5.257 5.221 -1.567 -0.0017
C -4.765 4.706 -2.706 0.0023
N -3.585 4.043 -2.380 0.0017
C -3.389 4.118 -1.036 0.0004
S -2.146 3.422 -0.107 0.0110
C -2.742 3.455 -3.360 0.0006
C -2.577 4.150 -4.546 -0.0013
C -1.836 3.579 -5.565 -0.0003
C -1.269 2.336 -5.358 -0.0004
C -1.440 1.731 -4.130 -0.0012
N -2.172 2.265 -3.142 0.0030
H -5.332 5.924 0.969 0.0002
H -3.636 5.512 1.295 -0.0003
H -4.879 4.252 1.392 0.0005
H -6.145 5.799 -1.384 0.0000
H -5.145 4.725 -3.710 0.0000
H -3.004 5.137 -4.645 0.0000
H -1.686 4.112 -6.493 -0.0002
H -0.661 1.851 -6.106 0.0002
H -0.955 0.795 -3.900 0.0002
S -2.374 0.351 0.860 0.5911
C -3.970 0.895 1.267 0.0082
C -4.376 0.951 2.602 0.0653
C -5.656 1.369 2.923 -0.0357
C -6.049 1.465 4.300 0.0093
N -6.355 1.538 5.405 -0.0119
C -6.558 1.719 1.897 0.0546
C -6.170 1.642 0.571 -0.0217
C -4.879 1.232 0.240 0.0440
S -4.353 1.064 -1.400 0.1045
C -7.877 2.198 2.206 -0.0079
N -8.939 2.581 2.414 0.0258
H -3.685 0.689 3.392 -0.0069
H -6.870 1.911 -0.209 -0.0016
N 4.473 -6.854 -0.908 0.0000
C 3.656 -6.070 -1.104 -0.0001
C 2.613 -5.114 -1.366 0.0001
C 2.811 -3.763 -1.092 -0.0005
C 1.806 -2.852 -1.368 -0.0005
C 0.604 -3.302 -1.897 -0.0005
C 0.390 -4.650 -2.150 0.0000
C 1.403 -5.555 -1.894 -0.0001
N -0.438 -2.359 -2.148 -0.0037
C -1.537 -2.511 -2.973 0.0065
C -2.275 -1.380 -2.847 0.0019
N -1.629 -0.544 -1.965 0.0023
C -0.532 -1.157 -1.552 0.0202
H 3.737 -3.416 -0.653 -0.0001
H 1.963 -1.803 -1.151 0.0007
H -0.562 -5.001 -2.522 0.0000
H 1.253 -6.608 -2.088 0.0000
H -1.685 -3.380 -3.585 0.0005
H -3.206 -1.115 -3.316 -0.0019
H 0.184 -0.725 -0.838 -0.0158
C 9.187 -2.541 4.280 0.0000
C 7.806 -2.601 3.688 -0.0001
C 7.573 -2.190 2.376 0.0000
C 6.309 -2.266 1.820 0.0000
C 5.260 -2.759 2.583 0.0003
C 5.465 -3.172 3.889 -0.0002
C 6.738 -3.089 4.434 0.0001
S 3.649 -2.866 1.867 0.0001
O 3.768 -3.451 0.559 0.0000
O 2.796 -3.484 2.847 0.0000
N 3.257 -1.307 1.618 -0.0001
C 2.641 -0.576 2.726 0.0005
C 2.095 0.746 2.201 0.0020
C 1.007 0.560 1.140 -0.0010
O 1.149 -0.418 0.347 0.0070
O 0.045 1.355 1.117 0.0192
H 9.830 -1.866 3.717 0.0000
H 9.653 -3.529 4.270 0.0000
H 9.158 -2.203 5.316 0.0000
H 8.395 -1.804 1.785 0.0000
H 6.129 -1.946 0.802 0.0000
H 4.632 -3.557 4.460 0.0000
H 6.903 -3.410 5.456 0.0000
H 2.656 -1.223 0.790 -0.0004
H 3.387 -0.395 3.503 0.0003
H 1.833 -1.169 3.162 0.0000
H 2.902 1.313 1.727 0.0000
H 1.700 1.345 3.020 0.0004
Se 2.091 2.659 -3.351 0.0163
C 0.797 2.136 -2.257 0.0076
N -0.100 1.772 -1.611 -0.0051
```

## Properties
**E**: -6413.06236 hartree
**Lowest unoccupied orbital energy (alpha / beta)**: -0.9452 / -3.0009 eV
**Molar mass**: 1090.17 g mol⁻¹
**⟨S²⟩**: 0.768
**Spin multiplicity**: 2
**HOMO energy (alpha / beta)**: -7.755 / -7.746 eV
**Relative energy (zero: lowest compared OMol25 entry of this formula, charge and spin)**: 444.1 kJ/mol



4.
Computed, not measured: a structure of composition C38H31BBrF4IN7O5SSn at a distorted geometry, with ωB97M-V with the def2-TZVPD basis set.

XYZ file:
```
90
Properties=species:S:1:pos:R:3:mulliken_spin:R:1
Sn -0.497 0.739 -0.756 0.0182
O 1.483 -2.756 -2.873 0.0002
C 0.966 -1.641 -2.672 0.0041
N -0.161 -1.404 -2.021 -0.0090
C -0.817 -2.596 -1.557 -0.0052
C -2.165 -2.323 -0.973 0.0143
C -3.133 -3.317 -0.918 -0.0087
C -4.357 -3.055 -0.316 0.0008
C -4.567 -1.785 0.212 -0.0045
C -3.562 -0.846 0.095 -0.0012
N -2.390 -1.105 -0.481 -0.0167
C 1.587 -0.435 -3.309 0.0107
C 2.619 -0.624 -4.227 -0.0010
C 3.111 0.458 -4.931 -0.0005
C 2.534 1.708 -4.710 -0.0009
C 1.527 1.805 -3.769 0.0014
N 1.078 0.778 -3.063 -0.0122
H -0.203 -3.072 -0.774 0.0006
H -0.901 -3.324 -2.379 0.0001
H -2.929 -4.288 -1.349 0.0000
H -5.118 -3.824 -0.268 0.0002
H -5.499 -1.528 0.696 0.0000
H -3.674 0.161 0.471 0.0037
H 2.995 -1.627 -4.373 0.0002
H 3.910 0.341 -5.651 0.0004
H 2.860 2.577 -5.264 0.0003
H 1.041 2.748 -3.561 0.0029
Br -1.812 0.461 -4.556 0.0129
C -2.681 1.875 -3.608 0.0069
C -3.394 2.783 -4.353 0.0402
C -4.094 3.781 -3.654 0.3715
C -4.050 3.746 -2.271 -0.1666
C -3.284 2.792 -1.624 0.3648
N -2.561 1.857 -2.296 0.1994
C -3.186 2.823 -0.115 0.0181
O -4.056 3.440 0.504 0.0513
O -2.184 2.241 0.393 0.0194
H -3.395 2.735 -5.430 0.0080
H -4.651 4.532 -4.192 0.0656
H -4.592 4.457 -1.663 -0.0108
O -0.639 -0.194 1.963 0.0026
S -0.322 -1.553 1.551 0.0012
C -1.683 -2.519 2.324 -0.0012
C -1.821 -3.883 2.107 -0.0002
C -2.889 -4.566 2.659 -0.0002
C -3.832 -3.894 3.423 0.0001
C -3.698 -2.527 3.633 0.0004
C -2.636 -1.845 3.071 0.0005
C 0.873 -2.197 2.762 0.0003
C 1.559 -3.364 2.449 0.0006
C 2.547 -3.833 3.296 0.0000
C 2.858 -3.130 4.452 0.0000
C 2.174 -1.961 4.758 0.0000
C 1.183 -1.491 3.913 -0.0008
H -1.098 -4.409 1.504 0.0000
H -2.991 -5.632 2.494 0.0000
H -4.673 -4.427 3.845 0.0000
H -4.433 -2.003 4.230 0.0001
H -2.527 -0.777 3.173 0.0009
H 1.342 -3.873 1.520 0.0000
H 3.091 -4.734 3.048 0.0000
H 3.652 -3.480 5.098 0.0000
H 2.435 -1.410 5.649 0.0000
H 0.675 -0.559 4.105 0.0001
O 1.597 -0.678 0.362 0.0004
N 2.798 -0.227 0.437 -0.0018
C 3.613 -0.601 1.444 0.0001
C 4.927 -0.210 1.476 -0.0004
C 5.442 0.598 0.469 0.0005
C 4.563 1.040 -0.516 0.0000
C 3.260 0.621 -0.505 0.0070
H 3.164 -1.199 2.219 0.0005
H 5.544 -0.529 2.302 0.0000
H 6.481 0.891 0.454 0.0001
H 4.890 1.719 -1.289 0.0000
H 2.518 0.952 -1.213 0.0019
F 1.659 3.641 2.834 -0.0002
B 2.458 2.754 2.131 0.0005
F 3.101 1.894 3.010 0.0000
F 3.414 3.464 1.415 0.0001
F 1.670 2.035 1.236 0.0039
I 2.641 7.137 -0.285 0.0003
C 1.463 5.422 -0.266 0.0011
C 0.463 5.116 0.631 -0.0009
N -0.065 3.967 0.207 0.0129
N 0.525 3.516 -0.891 -0.0047
C 1.468 4.388 -1.201 0.0004
H 0.139 5.623 1.517 0.0006
H -0.789 3.376 0.628 -0.0049
H 2.110 4.261 -2.051 -0.0006
```

## Properties
**Charge**: -2
**E**: -6134.92925 hartree
**Lowest unoccupied orbital energy (alpha / beta)**: 3.7363 / 3.7326 eV
**Molar mass**: 1110.10 g mol⁻¹
**⟨S²⟩**: 0.764
**Spin multiplicity**: 2
**HOMO energy (alpha / beta)**: 1.139 / -2.702 eV
**Relative energy (zero: lowest compared OMol25 entry of this formula, charge and spin)**: 229.9 kJ/mol



Which formula does entry 2 have? C38H30F4N3O4Si



What is the formula in the second record? C38H30F4N3O4Si